DFT (wB97M-V/def2-TZVPD) results for a molecular structure, C20H24Cl2F3N3NiO3 at a distorted geometry.

- Multiplicity: 3
- Molar mass: 541.0 g mol⁻¹
- Charge: 0
- E_tot: -105981.9166 eV
- HOMO level (alpha / beta): -8.545 / -8.393 eV

Element x y z (Å)
Ni (-0.209, -0.126, -0.136)
C (-2.642, 0.687, -1.177)
O (-1.651, 1.441, -0.442)
O (-1.991, -0.525, -1.292)
C (-4.023, 0.801, -0.373)
F (-4.876, -0.090, -0.830)
F (-4.007, 0.455, 0.948)
F (-4.652, 1.978, -0.394)
C (-1.845, 2.863, -0.312)
C (-0.581, 3.605, 0.103)
H (-0.249, 3.370, 1.115)
H (0.216, 3.411, -0.615)
H (-0.676, 4.684, -0.015)
H (-2.654, 3.084, 0.385)
H (-2.182, 3.352, -1.226)
H (-2.882, 1.136, -2.141)
O (1.126, 0.773, 0.919)
H (1.749, 1.400, 1.336)
N (-0.966, -1.049, 1.630)
C (-2.024, -1.912, 1.588)
C (-2.699, -2.470, 2.672)
C (-2.142, -2.304, 3.917)
C (-1.003, -1.494, 4.040)
C (-0.477, -0.843, 2.901)
H (-2.346, -2.117, 0.578)
H (-3.609, -3.019, 2.479)
H (-2.573, -2.828, 4.757)
H (-0.494, -1.432, 4.991)
H (0.400, -0.225, 3.029)
N (0.906, 0.516, -2.030)
C (0.707, 0.025, -3.312)
C (1.499, 0.425, -4.429)
C (2.523, 1.308, -4.230)
C (2.756, 1.801, -2.949)
C (1.951, 1.300, -1.910)
H (-0.183, -0.566, -3.468)
H (1.348, 0.061, -5.435)
H (3.133, 1.647, -5.055)
H (3.540, 2.520, -2.763)
H (2.172, 1.701, -0.932)
N (0.843, -1.994, -0.523)
C (0.423, -3.061, -1.279)
C (1.155, -4.219, -1.550)
C (2.381, -4.359, -0.962)
C (2.814, -3.392, -0.084)
C (2.055, -2.236, 0.137)
H (-0.498, -2.871, -1.811)
H (0.856, -4.929, -2.307)
H (2.888, -5.269, -1.246)
H (3.723, -3.576, 0.469)
H (2.419, -1.448, 0.779)
C (2.110, 2.674, 3.194)
Cl (2.120, 4.385, 2.546)
Cl (2.431, 2.621, 4.984)
H (1.088, 2.323, 3.048)
H (2.805, 2.007, 2.684)